Entry 1:
{
  "formula": "C4H12",
  "method": "ωB97M-V/def2-TZVPD",
  "e_above_lowest_kcal_mol": 8.49,
  "e_homo_ha": -0.4263,
  "charge": 0,
  "energy_ev": -4342.1600,
  "lumo_energy_ev": 1.091,
  "smiles": "CC.CC",
  "species": ["C", "C", "H", "H", "H", "H", "H", "H", "C", "C", "H", "H", "H", "H", "H", "H"],
  "xyz": [[-2.222, -0.615, 1.685], [-1.830, 0.208, 0.416], [-1.390, -0.623, 2.399], [-2.925, -0.039, 2.292], [-2.490, -1.622, 1.398], [-1.042, -0.330, -0.091], [-1.620, 1.213, 0.774], [-2.746, 0.308, -0.166], [1.824, 0.849, -0.671], [2.237, -0.441, -1.443], [1.859, 1.734, -1.306], [0.796, 0.762, -0.347], [2.517, 0.955, 0.162], [2.235, -1.291, -0.765], [3.202, -0.247, -1.900], [1.460, -0.648, -2.181]],
  "forces_ev_per_angstrom": [[1.095, 1.342, 0.072], [-1.426, -0.517, 1.737], [0.291, -0.492, -0.396], [-0.750, -0.539, -0.445], [-0.449, -0.165, 0.383], [0.185, 0.434, -0.407], [0.713, 0.055, -0.420], [0.260, -0.159, -0.516], [0.314, -0.890, -0.519], [-0.973, 1.173, 0.375], [0.236, -0.002, -0.041], [-0.046, 0.029, 0.443], [-0.241, 0.352, 0.204], [0.379, -0.063, 0.022], [0.083, -0.504, -0.171], [0.327, -0.053, -0.319]],
  "mulliken_charge": [-0.9474, -0.6734, 0.2848, 0.3031, 0.3023, 0.1140, 0.2881, 0.2991, -0.3974, -0.8896, 0.2817, -0.1023, 0.2676, 0.2717, 0.3290, 0.2686]
}



Entry 2:
{
  "formula": "C4H12",
  "method": "ωB97M-V/def2-TZVPD",
  "e_above_lowest_kcal_mol": 29.17,
  "e_homo_ha": -0.4013,
  "charge": 0,
  "energy_ev": -4341.2635,
  "lumo_energy_ev": 1.074,
  "smiles": "CC.CC",
  "species": ["C", "C", "H", "H", "H", "H", "H", "H", "C", "C", "H", "H", "H", "H", "H", "H"],
  "xyz": [[-1.828, -1.285, -1.907], [-1.870, -0.790, -0.480], [-1.133, -2.048, -2.196], [-2.709, -1.959, -2.024], [-1.897, -0.530, -2.706], [-1.499, -1.401, 0.306], [-2.802, -0.530, -0.054], [-1.219, 0.137, -0.404], [2.491, 1.239, 0.748], [1.318, 0.893, 1.654], [3.320, 1.752, 1.296], [2.615, 0.330, 0.053], [2.357, 1.818, -0.124], [1.143, -0.176, 1.778], [0.300, 1.297, 1.368], [1.414, 1.251, 2.692]],
  "forces_ev_per_angstrom": [[-2.367, -1.473, -0.429], [2.321, 2.233, -0.098], [1.420, 0.199, 0.303], [-0.106, 0.746, -0.196], [0.112, -0.129, 0.596], [0.806, -1.250, 0.165], [-1.431, 0.510, -0.398], [-0.749, -0.836, 0.055], [0.250, -1.618, -0.701], [-1.953, 0.767, 0.715], [-0.192, -1.351, -0.620], [1.283, 0.533, 1.845], [-1.223, 1.908, -0.437], [0.294, -0.072, -0.259], [1.164, -0.253, -0.152], [0.374, 0.087, -0.390]],
  "mulliken_charge": [-0.8677, -0.7598, 0.3241, 0.2475, 0.2687, 0.3330, 0.3484, 0.1052, -0.8432, -0.7446, 0.2590, 0.2307, 0.3308, 0.2550, 0.1922, 0.3208]
}



Entry 3:
{
  "formula": "C4H12",
  "method": "ωB97M-V/def2-TZVPD",
  "e_above_lowest_kcal_mol": 17.79,
  "e_homo_ha": -0.4154,
  "charge": 0,
  "energy_ev": -4341.7567,
  "lumo_energy_ev": 1.140,
  "smiles": "CC.CC",
  "species": ["C", "C", "H", "H", "H", "H", "H", "H", "C", "C", "H", "H", "H", "H", "H", "H"],
  "xyz": [[1.733, 0.714, 1.210], [0.464, 1.257, 1.976], [2.622, 1.227, 1.570], [1.913, -0.296, 1.617], [1.634, 0.896, 0.136], [0.731, 1.883, 2.820], [-0.100, 0.479, 2.458], [-0.103, 1.811, 1.205], [-0.870, -1.467, -2.183], [-1.319, -0.532, -1.056], [0.161, -1.781, -2.225], [-1.414, -2.372, -1.907], [-1.016, -0.943, -3.171], [-2.409, -0.610, -0.967], [-1.208, 0.510, -1.387], [-0.821, -0.777, -0.096]],
  "forces_ev_per_angstrom": [[-0.449, 0.178, 1.989], [0.973, 0.345, -1.154], [0.062, 0.433, -0.235], [-0.120, -0.013, -1.229], [0.143, -0.798, 0.233], [0.172, 0.537, -0.166], [-0.538, -0.528, -0.393], [-0.258, -0.167, 0.942], [-0.327, 0.465, -0.108], [0.215, 0.586, -0.309], [0.589, 0.316, 0.532], [-0.217, -0.284, -1.354], [-0.600, -1.206, 0.812], [0.206, -0.277, 0.309], [0.546, -0.079, 0.644], [-0.398, 0.492, -0.513]],
  "mulliken_charge": [-0.8313, -0.8030, 0.3391, 0.2375, 0.2631, 0.3322, 0.2660, 0.1989, -0.8566, -0.7104, 0.3041, 0.2568, 0.2406, 0.3590, 0.2505, 0.1535]
}



Entry 4:
{
  "formula": "C4H12",
  "method": "ωB97M-V/def2-TZVPD",
  "e_above_lowest_kcal_mol": 24.28,
  "e_homo_ha": -0.4106,
  "charge": 0,
  "energy_ev": -4341.4753,
  "lumo_energy_ev": 1.009,
  "smiles": "CC.CC",
  "species": ["C", "C", "H", "H", "H", "H", "H", "H", "C", "C", "H", "H", "H", "H", "H", "H"],
  "xyz": [[-3.010, -0.572, -0.675], [-2.229, 0.592, -1.302], [-2.389, -1.330, -0.269], [-3.574, -0.137, 0.146], [-3.562, -1.114, -1.439], [-1.219, 0.218, -1.574], [-1.808, 1.312, -0.588], [-2.914, 1.199, -1.892], [2.096, -0.673, 1.138], [2.992, 0.614, 0.727], [2.808, -1.457, 1.445], [1.490, -0.452, 1.987], [1.766, -1.009, 0.152], [3.202, 1.162, 1.677], [2.382, 1.282, 0.122], [3.970, 0.365, 0.345]],
  "forces_ev_per_angstrom": [[0.185, 1.079, -0.087], [1.303, -0.295, 1.409], [0.928, -0.492, 0.607], [-0.756, -0.521, -0.144], [-0.634, 0.337, 0.104], [-0.968, 0.236, -1.639], [-0.796, -0.074, 0.709], [0.749, -0.271, -0.953], [3.635, 0.757, -1.702], [-1.273, -0.422, 2.634], [-0.271, 0.208, 0.127], [-1.130, 0.037, -0.124], [-1.232, -0.197, 0.679], [-0.093, -0.179, -0.665], [0.395, -0.041, -0.314], [-0.042, -0.162, -0.642]],
  "mulliken_charge": [-0.8165, -0.8284, 0.3006, 0.2441, 0.2728, 0.2461, 0.2750, 0.3058, -0.8168, -0.8085, 0.2787, 0.2989, 0.2545, 0.2502, 0.2496, 0.2941]
}



Entry 5:
{
  "formula": "C4H12",
  "method": "ωB97M-V/def2-TZVPD",
  "e_above_lowest_kcal_mol": 6.59,
  "e_homo_ha": -0.4295,
  "charge": 0,
  "energy_ev": -4342.2427,
  "lumo_energy_ev": 1.172,
  "smiles": "CC.CC",
  "species": ["C", "C", "H", "H", "H", "H", "H", "H", "C", "C", "H", "H", "H", "H", "H", "H"],
  "xyz": [[1.337, -1.161, -2.310], [0.427, -0.221, -1.484], [1.401, -2.161, -1.862], [1.019, -1.328, -3.332], [2.360, -0.784, -2.315], [1.038, 0.603, -1.136], [-0.086, -0.775, -0.714], [-0.265, 0.291, -2.158], [-1.466, 0.219, 2.065], [-0.300, 1.153, 1.726], [-1.734, -0.465, 1.261], [-1.258, -0.374, 2.951], [-2.377, 0.778, 2.273], [-0.437, 2.045, 2.331], [-0.317, 1.452, 0.683], [0.659, 0.728, 2.022]],
  "forces_ev_per_angstrom": [[0.226, -0.420, 0.596], [0.568, 0.105, -1.551], [-0.066, 0.210, 0.012], [-0.133, 0.205, -0.194], [-0.013, 0.000, -0.216], [0.003, -0.092, 0.759], [-0.190, 0.291, 0.335], [-0.370, -0.332, 0.209], [-0.171, -0.092, -0.144], [-0.567, 0.018, 0.608], [0.231, -0.115, -0.071], [0.048, -0.084, 0.102], [-0.013, 0.141, 0.009], [0.217, 0.260, -0.016], [0.202, -0.035, -0.065], [0.027, -0.058, -0.373]],
  "mulliken_charge": [-0.9051, -0.6594, 0.2711, 0.2790, 0.2431, 0.2826, 0.1527, 0.3215, -0.8123, -0.7497, 0.2548, 0.2591, 0.2866, 0.3415, 0.1649, 0.2697]
}



Entry 6:
{
  "formula": "C4H12",
  "method": "ωB97M-V/def2-TZVPD",
  "e_above_lowest_kcal_mol": 45.22,
  "e_homo_ha": -0.3777,
  "charge": 0,
  "energy_ev": -4340.5672,
  "lumo_energy_ev": 1.137,
  "smiles": "CC.CC",
  "species": ["C", "C", "H", "H", "H", "H", "H", "H", "C", "C", "H", "H", "H", "H", "H", "H"],
  "xyz": [[0.907, -0.425, -1.156], [0.126, -1.400, -2.160], [1.766, 0.185, -1.570], [-0.052, 0.368, -0.935], [1.139, -0.979, -0.244], [0.808, -2.083, -2.530], [-0.687, -1.774, -1.484], [-0.197, -0.805, -2.972], [-0.248, 1.365, 2.155], [-0.701, 0.336, 1.100], [-0.646, 1.219, 3.184], [0.807, 1.479, 2.057], [-0.700, 2.327, 1.850], [0.174, -0.285, 1.134], [-0.957, 0.805, 0.190], [-1.539, -0.333, 1.383]],
  "forces_ev_per_angstrom": [[-3.085, 2.074, -1.502], [0.486, 2.058, 3.133], [-0.892, -1.037, 0.360], [3.855, -2.189, -0.812], [0.267, 0.419, -0.321], [0.905, -2.050, -0.607], [0.550, -0.199, -1.310], [-0.869, 0.455, -0.804], [-2.635, 1.242, -0.246], [-0.392, -0.889, 3.268], [0.778, -0.290, -0.602], [0.770, 0.119, 0.550], [0.350, -0.091, 0.335], [-0.209, -0.571, -1.082], [-0.072, 0.300, -0.528], [0.194, 0.648, 0.168]],
  "mulliken_charge": [-0.5035, -0.9342, 0.3269, -0.0186, 0.2536, 0.3478, 0.2533, 0.2858, -0.9747, -0.6332, 0.2667, 0.3113, 0.2491, 0.1427, 0.2727, 0.3544]
}